The following is a DFT calculation (ωB97M-V/def2-TZVPD) of a molecular structure, C45H37N8O4S2Tc at a distorted geometry.

E: -3353.0857 Eh
LUMO level (alpha / beta): -4.36 / -5.14 eV
Total charge: +1
HOMO level (alpha / beta): -9.534 / -10.819 eV
2S+1: 4
Gap between HOMO and LUMO (alpha / beta): 5.1731 / 5.6840 eV

```
97
C45H37N8O4S2Tc | the OMol25 dataset | ωB97M-V/def2-TZVPD
O 0.53 1.48 0.71
C 0.61 4.68 1.51
C -2.57 -4.20 2.66
C 2.10 6.82 4.25
C 1.93 5.75 3.23
H 0.01 6.44 2.56
C -2.43 2.02 1.02
C 3.74 -2.96 -3.97
S 0.83 -0.71 3.15
H 2.76 -1.61 5.20
H 2.32 1.04 2.55
C 0.78 5.69 2.45
N 0.55 -3.03 -0.81
C 0.89 -0.16 -2.75
H -3.29 2.64 6.16
H 2.76 0.14 -4.99
H -0.28 2.95 -5.29
H 3.52 3.02 1.97
C -0.34 -2.89 0.14
N -1.09 1.48 -1.48
C -0.96 3.38 -4.58
C -2.66 1.25 3.16
H 2.87 -4.10 -2.36
H -0.48 -5.77 -0.26
H -0.26 4.62 0.88
H 2.35 -3.98 5.61
C 2.80 -0.77 -4.41
C 2.87 -3.18 -2.92
C 3.51 -0.77 2.34
O 2.62 2.02 -0.41
C 3.26 -0.76 0.84
C 1.61 3.74 1.35
H -1.50 5.06 -5.79
H 1.74 7.78 3.89
C 1.77 -1.90 5.57
O 0.61 3.27 -0.99
H -1.95 -7.18 1.16
C -3.24 3.70 4.30
C -1.04 -5.35 0.56
H 3.13 6.92 4.56
N 0.40 -0.81 -1.65
C -3.15 2.55 5.09
H -3.16 4.52 2.32
H 1.42 -3.51 4.18
N -0.78 -1.70 0.66
C 0.71 -0.98 4.98
C -2.60 -5.56 2.40
N -2.13 -1.10 2.55
H -3.10 5.97 -4.18
H 4.45 -3.72 -4.24
C -0.56 1.64 -2.72
C -1.60 -1.98 1.74
C -1.97 2.50 -1.22
Tc -0.61 0.07 -0.19
H 3.80 4.79 3.67
C -2.78 2.41 2.36
H 3.36 0.24 0.43
C -1.18 2.78 -3.35
N -2.04 0.71 1.03
C -1.00 -3.98 0.81
H 1.78 -1.77 6.66
H 4.41 -1.64 -5.50
C -1.87 -6.12 1.35
H 3.41 -1.79 2.72
C 2.91 4.77 3.06
H 2.82 0.32 4.10
H -3.15 -3.75 3.44
C -2.81 4.46 -2.71
H 4.52 -0.43 2.56
N 0.40 0.93 -3.26
C -1.66 4.55 -4.85
H 0.61 -3.71 5.74
C 3.70 -1.77 -4.70
C 1.52 -3.37 5.25
C 2.76 3.77 2.12
C -1.77 -3.41 1.84
C 1.94 -0.96 -3.34
C -2.87 1.31 4.53
C 2.51 0.10 3.08
H -3.52 4.86 -2.00
C -2.23 0.19 2.28
C -2.57 5.07 -3.94
H 0.73 0.01 5.41
H -3.24 -6.20 2.99
C 0.97 -2.06 -1.58
H 3.97 -1.41 0.33
H -0.28 -1.41 5.12
S 1.38 2.59 0.02
H -3.43 4.65 4.78
C -3.07 3.64 2.93
C -2.08 3.32 -2.41
H 1.51 6.56 5.13
C 1.99 -2.17 -2.60
H 2.25 -1.12 0.64
H -2.81 0.43 5.15
O 0.99 -2.05 2.57
N -2.49 2.78 -0.06
```